P) Here is an isolated ion of composition C4H6NS and charge +1 from the OMol25 dataset. Energies are from ωB97M-V/def2-TZVPD.

## Properties
SMILES: C1CC1=[N+]1CS1
total charge: +1
HOMO level: -14.629 eV
gap between HOMO and LUMO: 10.00 eV

Geometry as XYZ:
```
12
Properties=species:S:1:pos:R:3:nbo_charge:R:1
C 0.1323 -0.1672 -0.2789 0.396
C 0.1034 -0.5152 -1.6907 -0.429
C -0.4475 0.7525 -1.1680 -0.455
C 0.1777 0.1497 2.1500 -0.267
N 0.3278 -0.4184 0.8873 -0.358
S 0.7853 -1.6026 2.0644 0.478
H 1.1035 -0.5520 -2.2580 0.289
H -0.4815 -1.4619 -1.9605 0.279
H -1.5744 0.9152 -1.0885 0.278
H -0.0209 1.6614 -1.5094 0.282
H 0.8274 0.8918 2.5298 0.257
H -0.9330 0.3468 2.3226 0.251
```


Q) Here is an isolated ion of composition C4H6NS and charge +1 from the OMol25 dataset. Energies are from ωB97M-V/def2-TZVPD.

## Properties
total charge: +1
HOMO level: -14.095 eV
gap between HOMO and LUMO: 7.97 eV

Geometry as XYZ:
```
12
Properties=species:S:1:pos:R:3:nbo_charge:R:1
C -0.8905 -0.9421 0.2762 0.217
C -0.9170 0.5622 0.5823 -0.575
C 1.4873 -0.5517 -0.1987 -0.388
C -0.4034 1.0405 -0.6904 -0.204
N 0.3079 -1.1720 -0.1126 -0.376
S 1.1217 1.0002 -1.2448 0.617
H -1.8321 -1.4637 0.4002 0.259
H -2.0266 0.9148 0.8131 0.288
H -0.1192 0.6445 1.4473 0.286
H 2.1929 -0.4723 0.7511 0.315
H 2.2142 -1.1782 -0.7465 0.286
H -1.1352 1.6178 -1.2772 0.276
```


Stability verdict: Q), ahead by 2.6 kcal/mol


P) Here is C3H6BrO3Zn as an isolated structure from the OMol25 dataset. Energies are from ωB97M-V/def2-TZVPD.

## Properties
total charge: +1
HOMO level: -13.140 eV
gap between HOMO and LUMO: 5.07 eV

Geometry as XYZ:
```
14
Properties=species:S:1:pos:R:3:nbo_charge:R:1
Zn 12.8234 -11.4375 -10.5961 1.387
Br 14.1522 -12.0058 -11.9268 -0.427
C 20.3359 -11.6437 -9.4446 -0.261
O 19.1363 -11.3544 -10.0732 -0.489
C 18.3409 -12.2873 -10.5244 0.980
O 18.4457 -13.4811 -10.1578 -0.659
O 17.5425 -11.7562 -11.4076 -0.499
C 16.5815 -12.6259 -12.1923 -0.242
H 21.1973 -11.1105 -9.8468 0.199
H 20.5883 -12.7022 -9.5085 0.214
H 20.2155 -11.3193 -8.4110 0.192
H 15.9255 -11.8970 -12.6683 0.165
H 16.0963 -13.3715 -11.5623 0.210
H 17.1462 -13.1109 -12.9886 0.230
```


Q) Here is C3H6BrO3Zn as an isolated structure from the OMol25 dataset. Energies are from ωB97M-V/def2-TZVPD.

## Properties
total charge: +1
HOMO level: -12.217 eV
gap between HOMO and LUMO: 1.77 eV

Geometry as XYZ:
```
14
Properties=species:S:1:pos:R:3:nbo_charge:R:1
Zn -8.7770 1.2009 1.2792 0.910
Br -6.4129 0.6515 4.1883 0.091
C 2.6764 0.3873 -2.2634 -0.251
O 1.8189 0.7079 -1.2340 -0.506
C 1.4968 -0.2569 -0.3155 0.989
O 2.0130 -1.3306 -0.2220 -0.621
O 0.5201 0.2347 0.4171 -0.510
C -0.2987 -0.4968 1.3513 -0.258
H 2.7628 1.3117 -2.8343 0.195
H 2.2851 -0.4069 -2.8992 0.183
H 3.6860 0.1249 -1.9470 0.189
H -1.0693 0.2096 1.6599 0.198
H 0.1697 -1.1499 2.0876 0.211
H -0.8710 -1.1875 0.7320 0.181
```


Stability verdict: P), ahead by 40.4 kcal/mol